Molecular formula: C22H18N4O2PdS2
Method: DFT, ωB97M-V/def2-TZVPD

Structure (ORCA input):
```
! wB97M-V def2-TZVPD RIJCOSX def2/J DEFGRID3
* xyz 0 1
Pd 0.199 0.388 0.439
O 1.526 0.157 1.912
C 1.630 -0.869 2.682
C 2.613 -0.830 3.698
C 2.747 -1.839 4.618
C 1.894 -2.950 4.571
C 0.953 -3.056 3.583
C 0.797 -2.058 2.585
C -0.132 -2.263 1.558
N -0.349 -1.424 0.532
N -1.279 -1.736 -0.364
C -1.640 -0.717 -1.135
O -1.212 0.484 -0.950
C -2.616 -0.940 -2.201
C -3.425 -2.079 -2.238
C -4.382 -2.217 -3.221
C -4.541 -1.240 -4.193
C -3.734 -0.111 -4.172
C -2.786 0.042 -3.182
H 3.250 0.041 3.732
H 3.507 -1.779 5.381
H 1.992 -3.734 5.306
H 0.311 -3.923 3.536
H -0.745 -3.161 1.576
H -3.299 -2.830 -1.476
H -5.021 -3.090 -3.224
H -5.294 -1.355 -4.960
H -3.854 0.655 -4.927
H -2.159 0.921 -3.149
C -1.632 2.521 2.128
C -0.565 3.135 1.293
N 0.263 2.446 0.564
C 1.145 3.206 -0.142
C 0.998 4.555 0.068
S -0.298 4.853 1.173
C 2.078 2.502 -0.984
C 3.092 3.013 -1.759
S 3.935 1.738 -2.555
C 2.863 0.587 -1.790
N 1.977 1.140 -1.030
C 2.977 -0.878 -1.984
H -1.585 1.423 2.014
H -2.618 2.864 1.814
H -1.504 2.772 3.180
H 1.556 5.366 -0.351
H 3.378 4.033 -1.898
H 3.781 -1.127 -2.671
H 2.038 -1.276 -2.370
H 3.165 -1.358 -1.023
*
```

orbital gap	6.93	eV
lowest unoccupied orbital energy	0.069	eV
HOMO energy	-6.87	eV

Here are the natural (NBO) charges for atoms 1 to 6, given in e: 0.967, -0.722, 0.486, -0.321, -0.164, -0.293

=====

Molecular formula: C22H18N4O4
Method: DFT, ωB97M-V/def2-TZVPD

Structure (ORCA input):
```
! wB97M-V def2-TZVPD RIJCOSX def2/J DEFGRID3
* xyz 0 1
C -6.282 -0.030 -4.532
O -5.101 0.595 -3.967
C -5.165 1.916 -3.691
O -6.026 2.691 -4.102
C -4.147 2.470 -2.774
C -4.088 3.856 -2.469
C -3.061 4.454 -1.718
C -2.106 3.638 -1.118
C -2.124 2.256 -1.343
C -3.093 1.716 -2.208
C -1.165 1.311 -0.657
C 0.056 2.139 -0.187
C 0.931 1.340 0.758
N 0.495 0.916 1.899
C 1.583 0.253 2.413
C 1.755 -0.381 3.660
C 2.985 -1.008 3.986
C 4.036 -1.010 3.041
C 5.257 -1.742 3.393
C 6.022 -2.260 2.377
C 7.074 -3.060 2.717
N 7.443 -3.228 3.992
C 6.717 -2.629 4.922
N 7.260 -2.645 6.146
N 5.616 -1.921 4.683
C 3.851 -0.391 1.799
C 2.639 0.280 1.509
O 2.193 0.953 0.423
C -0.400 3.402 0.551
O -1.208 4.239 -0.306
H -7.118 -0.031 -3.826
H -6.058 -1.087 -4.727
H -6.654 0.434 -5.453
H -4.854 4.548 -2.892
H -3.113 5.507 -1.442
H -3.098 0.654 -2.340
H -1.608 0.831 0.217
H -0.896 0.518 -1.352
H 0.673 2.474 -1.048
H 0.887 -0.394 4.300
H 3.085 -1.466 4.965
H 5.806 -2.179 1.299
H 7.643 -3.555 1.935
H 7.964 -3.335 6.339
H 6.638 -2.335 6.882
H 4.619 -0.335 1.021
H -0.972 3.112 1.469
H 0.509 3.922 0.856
*
```

orbital gap	8.66	eV
structure (SMILES)	COC(=O)c1ccc2c(c1)C[C@H](c1nc3ccc(-c4ccnc(N)n4)cc3o1)CO2
lowest unoccupied orbital energy	0.027	eV
HOMO energy	-8.63	eV

Here are the natural (NBO) charges for atoms 1 to 6, given in e: -0.262, -0.510, 0.778, -0.598, -0.229, -0.117

=====

Molecular formula: C22H18N5O3Pt
Method: DFT, ωB97M-V/def2-TZVPD

Structure (ORCA input):
```
! wB97M-V def2-TZVPD RIJCOSX def2/J DEFGRID3
* xyz 1 1
Pt -0.018 0.237 0.340
O 6.784 2.021 -0.409
N 6.378 1.529 -1.442
O 7.038 1.364 -2.440
C 4.949 1.136 -1.508
C 4.428 1.057 -2.747
C 3.055 0.723 -2.937
C 2.460 0.695 -4.212
C 1.129 0.392 -4.319
C 0.416 0.082 -3.153
N 0.958 0.086 -1.953
C 2.254 0.435 -1.828
C 2.817 0.544 -0.497
N 1.998 0.306 0.568
C 2.494 0.332 1.797
C 3.830 0.625 2.050
C 4.665 0.918 1.005
C 4.171 0.881 -0.317
H 5.060 1.257 -3.601
H 3.056 0.923 -5.086
H 0.630 0.372 -5.277
H -0.629 -0.197 -3.206
H 1.801 0.116 2.596
H 4.188 0.637 3.069
H 5.694 1.174 1.188
N -1.032 6.858 3.378
C -0.855 5.808 2.947
C -0.636 4.498 2.400
C 0.418 4.275 1.519
C 0.612 3.015 0.975
C -0.244 1.958 1.295
C -1.276 2.188 2.207
C -1.480 3.448 2.748
H 1.083 5.089 1.264
H 1.428 2.876 0.278
H -1.914 1.375 2.530
H -2.287 3.621 3.448
C -4.290 -0.927 1.447
N -4.144 0.369 0.789
C -5.249 1.318 0.854
C -3.003 0.694 0.228
O -2.031 -0.095 0.184
H -5.348 -1.127 1.586
H -3.793 -0.921 2.418
H -3.847 -1.705 0.831
H -6.171 0.826 0.548
H -5.057 2.154 0.186
H -5.365 1.691 1.872
H -2.961 1.680 -0.240
*
```

orbital gap	7.33	eV
lowest unoccupied orbital energy	-4.015	eV
HOMO energy	-11.34	eV

Here are the natural (NBO) charges for atoms 1 to 6, given in e: 0.776, -0.365, 0.531, -0.339, 0.058, -0.126

=====

Molecular formula: C22H19AsClN4O6S4SeV
Method: DFT, ωB97M-V/def2-TZVPD

Structure (ORCA input):
```
! wB97M-V def2-TZVPD RIJCOSX def2/J DEFGRID3
* xyz -2 3
V -0.833 0.857 0.559
S -0.809 -1.217 4.646
C -0.788 -0.400 3.136
S -0.889 -1.317 1.692
S -0.758 1.321 2.885
O -4.594 0.182 -2.195
As -2.800 0.574 -2.110
O -1.877 -0.573 -2.865
O -2.535 0.437 -0.459
C -3.178 2.470 -2.578
C -4.450 2.806 -3.043
C -4.867 4.127 -2.841
C -4.072 5.114 -2.201
C -2.819 4.732 -1.690
C -2.328 3.514 -2.138
S -0.623 3.264 -1.661
O -0.117 4.626 -1.732
O -0.734 2.846 -0.190
O 0.060 2.269 -2.408
H -4.758 -0.502 -2.826
H -5.109 1.996 -3.424
H -5.857 4.454 -3.101
H -4.425 6.061 -1.971
H -2.261 5.380 -0.989
Cl 4.524 -0.845 0.850
C 3.206 -0.448 -0.101
C 2.981 -1.171 -1.324
C 1.722 -1.189 -1.871
C 0.738 -0.441 -1.273
N 0.947 0.306 -0.152
C 2.161 0.381 0.455
H 3.832 -1.703 -1.800
H 1.318 -1.914 -2.549
H -0.290 -0.367 -1.733
H 2.226 0.949 1.372
N 2.486 -0.580 5.644
C 2.942 0.658 5.473
C 2.187 1.645 4.720
C 2.870 2.812 4.412
C 4.227 3.017 4.758
C 4.767 2.069 5.587
N 4.189 0.938 5.928
H 1.439 -0.766 5.577
H 2.927 -1.104 6.427
H 1.162 1.484 4.361
H 2.297 3.574 3.904
H 4.823 3.850 4.406
H 5.768 2.146 5.982
Se -1.758 -3.602 -3.886
C -0.810 -5.027 -3.191
C -1.435 -5.907 -2.256
C -0.885 -7.143 -2.041
N 0.238 -7.581 -2.560
C 0.960 -6.650 -3.269
C 0.516 -5.382 -3.590
H -2.448 -5.709 -1.873
H -1.507 -7.811 -1.427
H 1.977 -6.931 -3.398
H 1.122 -4.578 -4.060
*
```

expectation value of S²	2.0262
orbital gap (spin up / spin down)	5.07 / 5.05	eV
lowest unoccupied orbital energy (spin up / spin down)	3.784 / 3.768	eV
HOMO energy (spin up / spin down)	-1.28 / -1.28	eV

Here are the natural (NBO) charges for atoms 1 to 6, given in e: 1.296, -0.274, -0.470, -0.066, -0.139, -1.035

=====

Molecular formula: C22H19BN11SW
Method: DFT, ωB97M-V/def2-TZVPD

Structure (ORCA input):
```
! wB97M-V def2-TZVPD RIJCOSX def2/J DEFGRID3
* xyz 4 4
W -0.025 -1.177 -0.090
C 0.424 -2.237 4.094
C 0.277 -2.578 2.780
N 0.203 -1.469 1.988
N 0.309 -0.400 2.851
C 0.440 -0.845 4.103
B 0.256 1.021 2.257
N 1.416 1.059 1.151
C 2.529 1.768 1.109
C 3.290 1.400 -0.023
C 2.554 0.448 -0.657
N 1.397 0.220 0.066
N -1.121 1.082 1.439
C -2.208 1.802 1.645
C -3.206 1.442 0.711
C -2.638 0.484 -0.069
N -1.351 0.244 0.379
N 0.373 2.157 3.160
C 0.322 3.499 2.824
C 0.487 4.217 3.965
C 0.678 3.244 4.975
N 0.574 2.017 4.514
H 0.508 -2.893 4.944
H 0.221 -3.563 2.369
H 0.537 -0.129 4.905
H 2.730 2.508 1.872
H 4.247 1.801 -0.316
H 2.769 -0.105 -1.558
H -2.228 2.542 2.433
H -4.200 1.853 0.638
H -3.053 -0.066 -0.899
H 0.161 3.829 1.808
H 0.485 5.288 4.075
H 0.845 3.405 6.029
N -0.485 -2.213 -4.197
C -0.510 -0.875 -4.512
C -0.639 -0.227 -5.716
C -0.620 1.155 -5.634
C -0.473 1.869 -4.355
C -0.346 1.210 -3.163
C -0.364 -0.185 -3.235
N -0.262 -1.139 -2.251
C -0.339 -2.337 -2.866
C -0.259 -3.519 -2.073
C -0.309 -4.828 -2.448
S -0.165 -5.837 -1.094
C -0.044 -4.488 -0.088
N -0.104 -3.313 -0.690
H -0.565 -2.973 -4.865
H -0.748 -0.740 -6.664
H -0.715 1.746 -6.538
H -0.468 2.952 -4.385
H -0.238 1.738 -2.226
H -0.422 -5.247 -3.440
H 0.074 -4.617 0.973
*
```

expectation value of S²	3.7987
orbital gap (spin up / spin down)	4.63 / 2.98	eV
lowest unoccupied orbital energy (spin up / spin down)	-14.220 / -15.876	eV
HOMO energy (spin up / spin down)	-18.85 / -18.85	eV

Here are the natural (NBO) charges for atoms 1 to 6, given in e: 1.940, -0.271, 0.032, -0.458, -0.331, 0.123

=====

Molecular formula: C22H19Br2
Method: DFT, ωB97M-V/def2-TZVPD

Structure (ORCA input):
```
! wB97M-V def2-TZVPD RIJCOSX def2/J DEFGRID3
* xyz 1 1
Br -1.930 -4.721 -4.415
C -2.309 -3.489 -3.039
C -3.635 -3.285 -2.607
C -3.888 -2.419 -1.554
C -2.835 -1.739 -0.881
C -3.107 -0.834 0.219
C -2.190 0.028 0.777
C -2.569 0.850 1.941
C -1.421 1.232 2.839
C -1.437 1.078 4.247
C -0.358 1.518 5.026
C 0.793 2.035 4.402
Br 2.189 2.751 5.448
C 0.852 2.126 3.004
C -0.222 1.667 2.233
C -1.501 -2.004 -1.305
C -1.240 -2.874 -2.361
H -4.450 -3.826 -3.091
H -4.915 -2.266 -1.202
H -4.125 -0.840 0.641
H -1.125 -0.110 0.449
H -3.385 0.307 2.514
H -2.310 0.629 4.740
H -0.422 1.529 6.113
H 1.692 2.609 2.511
H -0.168 1.678 1.142
H -0.664 -1.563 -0.763
H -0.209 -3.087 -2.636
H -3.224 1.902 1.577
C -3.826 2.980 1.177
C -3.019 4.146 1.533
C -2.656 5.247 0.803
C -2.875 5.592 -0.557
C -3.529 4.852 -1.493
C -4.136 3.583 -1.308
C -4.250 2.781 -0.205
H -4.757 3.107 1.733
H -2.705 4.144 2.579
H -2.035 6.009 1.301
H -2.433 6.549 -0.875
H -3.580 5.248 -2.519
H -4.529 3.194 -2.261
H -4.781 1.838 -0.349
*
```

orbital gap	5.67	eV
lowest unoccupied orbital energy	-5.410	eV
HOMO energy	-11.08	eV

Here are the natural (NBO) charges for atoms 1 to 6, given in e: 0.122, -0.058, -0.241, -0.163, -0.054, -0.088

=====

Molecular formula: C22H19BrN2O2PbSe
Method: DFT, ωB97M-V/def2-TZVPD

Structure (ORCA input):
```
! wB97M-V def2-TZVPD RIJCOSX def2/J DEFGRID3
* xyz 2 1
Pb 1.413 2.380 -1.576
O -2.173 -1.880 -1.168
C -1.256 -2.660 -1.840
C -1.469 -4.006 -2.075
C -0.511 -4.742 -2.753
C 0.644 -4.128 -3.215
C 0.842 -2.778 -2.979
C -0.087 -2.032 -2.267
C 0.063 -0.551 -2.034
O 1.254 0.025 -2.600
N 0.002 -0.251 -0.619
N -0.114 1.116 -0.370
C -0.951 1.511 0.526
C -1.079 2.831 1.064
Br 0.106 4.138 0.345
C -2.005 3.114 2.008
C -2.338 4.270 2.799
C -3.570 4.213 3.469
C -4.003 5.269 4.246
C -3.203 6.396 4.375
C -1.958 6.452 3.752
C -1.523 5.401 2.973
H -3.000 -2.365 -1.064
H -2.388 -4.474 -1.740
H -0.680 -5.795 -2.937
H 1.376 -4.693 -3.777
H 1.710 -2.290 -3.395
H -0.748 -0.039 -2.571
H -0.723 -0.794 -0.159
H -1.613 0.768 0.970
H -2.659 2.263 2.194
H -4.195 3.334 3.360
H -4.953 5.211 4.760
H -3.544 7.232 4.971
H -1.325 7.318 3.889
H -0.533 5.450 2.547
Se 2.909 -0.050 -1.739
C 3.318 -1.787 -1.166
C 2.991 -2.204 0.121
C 3.459 -3.436 0.545
C 4.233 -4.217 -0.305
C 4.537 -3.791 -1.594
C 4.083 -2.560 -2.039
H 2.378 -1.590 0.767
H 3.225 -3.784 1.542
H 4.608 -5.171 0.042
H 5.133 -4.410 -2.250
H 4.316 -2.209 -3.035
*
```

orbital gap	6.21	eV
lowest unoccupied orbital energy	-7.683	eV
HOMO energy	-13.89	eV

Here are the natural (NBO) charges for atoms 1 to 6, given in e: 1.376, -0.725, 0.376, -0.295, -0.147, -0.223

=====

Molecular formula: C22H19Cl2IrN2O2S3
Method: DFT, ωB97M-V/def2-TZVPD

Structure (ORCA input):
```
! wB97M-V def2-TZVPD RIJCOSX def2/J DEFGRID3
* xyz 1 2
Ir 1.089 1.411 0.906
S 0.339 3.141 2.386
C -1.083 2.209 2.311
N -1.026 1.155 1.572
C -2.247 0.467 1.546
C -2.566 -0.672 0.814
C -3.837 -1.203 0.928
C -4.793 -0.621 1.764
C -4.490 0.520 2.485
C -3.214 1.059 2.360
S -2.580 2.501 3.111
H -1.840 -1.112 0.142
H -4.099 -2.084 0.352
H -5.778 -1.060 1.847
H -5.228 0.988 3.126
Cl 3.104 1.770 2.592
C 4.417 2.188 1.523
C 5.462 2.941 2.013
C 6.489 3.277 1.149
C 6.457 2.855 -0.169
C 5.396 2.092 -0.631
Cl 5.380 1.581 -2.281
C 4.340 1.749 0.216
S 2.993 0.789 -0.358
H 5.472 3.260 3.048
H 7.313 3.882 1.505
H 7.251 3.119 -0.856
O 0.232 0.651 -1.334
O 0.255 1.969 -0.928
C 0.461 -2.302 0.708
N 0.108 -2.867 -0.578
C -0.790 -3.999 -0.567
C 0.326 -2.155 -1.806
C -0.846 -1.246 -2.139
C -1.991 -1.776 -2.712
C -3.093 -0.978 -3.001
C -3.066 0.409 -2.744
C -1.961 0.978 -2.186
C -0.862 0.151 -1.865
H 1.239 -2.897 1.199
H -0.398 -2.257 1.386
H 0.852 -1.297 0.588
H -0.508 -4.677 0.240
H -0.724 -4.543 -1.511
H -1.844 -3.718 -0.404
H 0.430 -2.880 -2.614
H 1.249 -1.580 -1.738
H -2.011 -2.829 -2.966
H -3.972 -1.428 -3.446
H -3.913 1.030 -3.004
H -1.893 2.036 -1.979
*
```

expectation value of S²	0.7805
orbital gap (spin up / spin down)	6.31 / 4.46	eV
lowest unoccupied orbital energy (spin up / spin down)	-4.616 / -6.384	eV
HOMO energy (spin up / spin down)	-10.93 / -10.84	eV

Here are the natural (NBO) charges for atoms 1 to 6, given in e: 0.832, 0.144, -0.118, -0.519, 0.077, -0.234

=====

Molecular formula: C22H19Cl5IrN4OS2
Method: DFT, ωB97M-V/def2-TZVPD

Structure (ORCA input):
```
! wB97M-V def2-TZVPD RIJCOSX def2/J DEFGRID3
* xyz 2 2
Ir 0.450 -0.244 -0.075
C -4.209 -2.571 -0.823
S -4.295 -0.770 -0.678
C -2.643 -0.296 -0.567
S -1.377 -1.509 -0.512
N -2.390 0.961 -0.573
N -1.054 1.239 -0.421
C -0.710 2.424 -0.759
C 0.671 2.790 -0.544
C 1.171 4.041 -0.834
C 2.498 4.315 -0.530
C 3.256 3.326 0.069
C 2.681 2.090 0.326
N 1.410 1.812 0.019
H -5.247 -2.894 -0.854
H -3.727 -3.016 0.044
H -3.717 -2.868 -1.745
H -1.444 3.105 -1.176
H 0.528 4.787 -1.283
H 2.924 5.287 -0.743
H 4.285 3.500 0.351
H 3.247 1.311 0.809
O 0.854 0.444 2.365
C 1.663 -0.329 3.284
C 0.834 -1.491 3.784
C 0.103 -2.160 2.616
C 0.992 -2.752 1.552
C 1.761 -3.871 1.823
C 2.392 -4.556 0.801
C 2.205 -4.135 -0.508
C 1.494 -2.984 -0.728
N 0.943 -2.267 0.282
H 1.028 1.382 2.489
H 2.001 0.302 4.105
H 2.543 -0.691 2.745
H 0.086 -1.148 4.499
H 1.491 -2.190 4.304
H -0.570 -1.436 2.166
H -0.525 -2.968 2.996
H 1.814 -4.229 2.843
H 2.987 -5.434 1.017
H 2.614 -4.682 -1.346
H 1.342 -2.601 -1.724
Cl -0.552 0.390 -3.337
C 1.120 0.083 -3.023
C 1.569 -0.238 -1.743
C 2.927 -0.545 -1.594
Cl 3.571 -0.975 -0.027
C 3.812 -0.543 -2.669
Cl 5.456 -0.949 -2.434
C 3.343 -0.212 -3.938
Cl 4.407 -0.217 -5.269
C 1.997 0.101 -4.114
Cl 1.417 0.486 -5.672
*
```

expectation value of S²	0.7587
orbital gap (spin up / spin down)	6.94 / 5.57	eV
lowest unoccupied orbital energy (spin up / spin down)	-7.432 / -8.752	eV
HOMO energy (spin up / spin down)	-14.38 / -14.32	eV

Here are the natural (NBO) charges for atoms 1 to 6, given in e: 1.077, -0.760, 0.450, -0.108, 0.171, -0.316

=====

no.,energy (eV),F_max (hartree/bohr)
1,-58312.10648,0.073
2,-37257.11996,0.052
3,-39937.29058,0.016
4,-249106.44078,0.067
5,-52811.03865,0.029
6,-163196.73269,0.061
7,-170816.96440,0.010
8,-90575.72771,0.031
9,-118235.77342,0.054